[1]
20
Properties=species:S:1:pos:R:3 method="wB97M-V/def2-TZVPD" spin_multiplicity=1 largest_force_ev_per_a=2.606 orbital_gap_ev="7.8 / 8.0" e_above_lowest_kcal_mol=147.6
C 0.57048 0.37579 0.18583
C 2.88607 -0.03927 -0.50000
C 0.73838 0.33758 1.66740
C -2.28508 0.64689 -1.12364
N 0.76862 -0.69704 -0.54605
C -1.56140 -0.30792 -0.24638
C -2.03553 -1.33791 0.42216
H 0.61835 -0.49378 -1.53208
H 0.48421 1.37244 -0.25439
H 3.24417 -0.58762 0.36165
H 3.05995 1.03398 -0.46368
H 3.12538 -0.48440 -1.45851
H 0.88547 -0.68463 2.01037
H 1.59350 0.94967 1.96106
H -0.15361 0.75154 2.14121
H -3.37291 0.48952 -1.08743
H -2.09352 1.68506 -0.83581
H -1.97251 0.54120 -2.16714
H -1.39242 -2.00251 0.98946
H -3.10759 -1.54858 0.47598

---

[2]
20
Properties=species:S:1:pos:R:3 method="wB97M-V/def2-TZVPD" spin_multiplicity=1 largest_force_ev_per_a=5.027 orbital_gap_ev=9.9 e_above_lowest_kcal_mol=40.2
C 1.23527 -2.50869 -0.53258
C 1.16324 -1.27499 0.45755
N 0.35106 -0.12601 -0.09802
C 0.54903 1.25151 0.63974
C -0.74004 2.07632 0.28266
C -1.49172 1.15484 -0.70748
C -1.15287 -0.27106 -0.05549
H 1.87017 -3.20608 0.06067
H 0.24553 -2.73491 -0.74932
H 1.68346 -2.22019 -1.42732
H 2.16851 -0.74644 0.50084
H 0.96596 -1.74857 1.41129
H 0.70430 1.19477 1.64954
H 1.42829 1.75376 0.13847
H -1.34468 2.09518 1.16248
H -0.63244 3.07863 -0.21871
H -2.52414 1.45076 -0.69576
H -1.24098 1.11484 -1.71553
H -1.76904 -0.58855 0.81770
H -1.38985 -1.12866 -0.75460

---

| no. | DFT total energy (eV) |
| --- | --- |
| 1 | -7916.4307 |
| 2 | -7921.0901 |